Entry 1:
Below is a cluster of 12 separate species, C83H184N10O15P2 in total at a distorted geometry, with properties calculated with ωB97M-V/def2-TZVPD.

Values from the calculation:
Total charge: +2
E_LUMO: -3.170 eV

Geometry as XYZ:
```
294
C83H184N10O15P2 | the OMol25 dataset | ωB97M-V/def2-TZVPD
C -34.3894 -29.1068 -19.7332
C -34.9420 -29.0586 -21.2024
C -33.9143 -28.9816 -22.3037
C -33.9562 -30.3465 -23.0468
P -32.6538 -30.5852 -24.4006
C -32.9445 -32.2825 -25.1633
C -33.8315 -33.2021 -24.3878
C -34.1304 -34.4127 -25.2205
C -35.0308 -35.3322 -24.4517
C -31.0270 -30.4425 -23.5346
C -30.7837 -31.5993 -22.4890
C -30.3444 -32.9289 -23.0658
C -29.9408 -33.9184 -21.9944
C -32.8428 -29.2341 -25.6576
C -34.2451 -29.1741 -26.2937
C -34.3700 -28.1098 -27.4237
C -34.3087 -26.6148 -26.9858
H -35.0969 -29.6055 -19.0707
H -34.3931 -28.0758 -19.3797
H -33.4023 -29.5558 -19.6235
H -35.5964 -28.1873 -21.2290
H -35.6485 -29.8839 -21.2903
H -32.9859 -28.6969 -21.8085
H -34.1788 -28.1508 -22.9579
H -34.9880 -30.4378 -23.3862
H -33.8441 -31.1637 -22.3343
H -31.9322 -32.6178 -25.3889
H -33.4366 -32.0782 -26.1142
H -34.7648 -32.6442 -24.3111
H -33.5200 -33.3886 -23.3600
H -33.1822 -34.9240 -25.3862
H -34.6059 -34.1123 -26.1542
H -35.9946 -34.9517 -24.1135
H -34.3668 -35.7827 -23.7140
H -35.3764 -36.0829 -25.1623
H -31.1552 -29.4495 -23.1038
H -30.1641 -30.3371 -24.1922
H -31.6772 -31.6976 -21.8725
H -30.0615 -31.3337 -21.7170
H -29.4447 -32.6588 -23.6187
H -31.1997 -33.3551 -23.5902
H -30.8175 -34.0689 -21.3644
H -28.9878 -33.6870 -21.5186
H -29.8208 -34.9019 -22.4488
H -32.0774 -29.3507 -26.4249
H -32.6242 -28.3411 -25.0721
H -34.9853 -28.8602 -25.5577
H -34.6918 -30.0870 -26.6877
H -35.3199 -28.2329 -27.9440
H -33.6982 -28.3410 -28.2503
H -33.3456 -26.1722 -26.7316
H -35.0255 -26.5480 -26.1673
H -34.7266 -25.9094 -27.7040
C -16.0219 -34.4522 -28.6590
C -16.4514 -33.8828 -27.2890
C -17.9166 -33.6729 -27.0645
C -18.4295 -35.0026 -26.4311
P -20.1684 -35.4048 -26.5732
C -20.4752 -36.7140 -25.2949
C -21.8451 -37.2750 -25.3752
C -22.0928 -38.3638 -24.3753
C -23.5874 -38.8033 -24.2336
C -21.0574 -33.8235 -26.2605
C -22.5500 -33.7254 -26.5767
C -23.1956 -32.2913 -26.3939
C -24.7727 -32.2894 -26.4971
C -20.7665 -35.9686 -28.2276
C -20.1666 -35.5399 -29.5496
C -20.7165 -34.0822 -29.7615
C -20.2047 -33.3769 -31.0584
H -14.9713 -34.7208 -28.7691
H -16.2010 -33.6062 -29.3225
H -16.7404 -35.2452 -28.8662
H -15.9447 -32.9240 -27.1797
H -16.0867 -34.6234 -26.5772
H -18.4048 -33.5626 -28.0328
H -18.1553 -32.7740 -26.4962
H -17.9986 -35.1573 -25.4419
H -17.9718 -35.8241 -26.9821
H -20.2177 -36.2560 -24.3398
H -19.6944 -37.4694 -25.3837
H -22.1265 -37.6071 -26.3745
H -22.4806 -36.4233 -25.1328
H -21.5428 -38.2902 -23.4371
H -21.5746 -39.2205 -24.8061
H -24.3373 -38.0224 -24.1067
H -23.7613 -39.4719 -23.3905
H -23.9460 -39.4846 -25.0052
H -20.5219 -32.9619 -26.6592
H -21.0164 -33.8827 -25.1729
H -23.0709 -34.5262 -26.0518
H -22.7777 -34.0262 -27.5994
H -22.8541 -31.6393 -27.1978
H -22.7681 -31.8888 -25.4756
H -25.1832 -31.2998 -26.6977
H -25.2394 -32.9135 -25.7350
H -24.9938 -32.8113 -27.4281
H -21.8505 -35.9746 -28.1139
H -20.3770 -36.9817 -28.3280
H -20.6219 -36.1506 -30.3293
H -19.0902 -35.7009 -29.6093
H -20.4003 -33.3963 -28.9755
H -21.7889 -34.0217 -29.9468
H -20.2929 -32.2938 -30.9746
H -20.8389 -33.6974 -31.8849
H -19.1684 -33.5297 -31.3598
C -23.3559 -31.0021 -30.3396
C -24.7597 -30.5216 -30.7200
C -25.3586 -29.7374 -29.5807
C -26.8032 -29.4295 -29.7938
N -27.3114 -28.4568 -28.7609
C -27.2681 -28.8782 -27.2766
C -28.4316 -28.1069 -26.6103
C -29.4680 -28.0802 -27.6247
C -28.8526 -28.2183 -29.0119
C -26.5766 -27.1048 -28.9353
H -23.4736 -31.8378 -29.6498
H -22.7977 -30.1925 -29.8694
H -22.8011 -31.2883 -31.2332
H -25.3406 -31.4335 -30.8583
H -24.7543 -29.9322 -31.6368
H -24.8690 -28.7869 -29.3688
H -25.1957 -30.1788 -28.5975
H -27.3171 -30.3742 -29.6158
H -26.9711 -29.0842 -30.8139
H -26.2504 -28.8702 -26.8866
H -27.4966 -29.9375 -27.3944
H -28.0712 -27.1631 -26.2010
H -28.7823 -28.6348 -25.7234
H -29.9401 -27.1133 -27.4508
H -30.1463 -28.9200 -27.4740
H -28.9729 -27.3572 -29.6694
H -29.3918 -29.0679 -29.4309
H -25.5985 -27.0866 -28.4546
H -27.1815 -26.3942 -28.3721
H -26.4323 -26.7942 -29.9701
C -34.4817 -34.1428 -33.3982
C -33.1826 -33.7135 -34.0618
C -32.1266 -33.2338 -33.0574
C -30.8135 -32.7064 -33.6831
N -29.6634 -32.2623 -32.7694
C -29.1548 -33.3051 -31.7984
C -27.6879 -32.9738 -31.5382
C -27.2946 -31.8205 -32.5389
C -28.4168 -31.8729 -33.6045
C -30.1385 -31.0540 -31.9878
H -34.2661 -34.9396 -32.6865
H -35.1677 -34.4850 -34.1731
H -34.9951 -33.2909 -32.9524
H -33.3177 -33.0513 -34.9169
H -32.7617 -34.5374 -34.6380
H -31.7333 -34.1063 -32.5356
H -32.5699 -32.4970 -32.3876
H -30.9838 -31.7992 -34.2628
H -30.3726 -33.5664 -34.1874
H -29.7879 -33.3540 -30.9124
H -29.2390 -34.2389 -32.3542
H -27.6343 -32.6292 -30.5055
H -27.0768 -33.8724 -31.6221
H -27.1917 -30.8060 -32.1538
H -26.3936 -32.1831 -33.0337
H -28.6773 -30.9406 -34.1055
H -28.1180 -32.5977 -34.3618
H -29.3398 -30.5546 -31.4394
H -30.8906 -31.4532 -31.3072
H -30.6018 -30.3380 -32.6666
C -29.2815 -23.6768 -28.1743
C -30.0414 -23.6435 -29.4848
C -29.1147 -23.3461 -30.6843
C -29.7912 -23.6188 -32.0290
N -28.8926 -23.5137 -33.2936
C -29.7241 -23.9238 -34.5418
C -28.7592 -24.6920 -35.4409
C -27.4685 -24.8817 -34.7026
C -27.6730 -24.4523 -33.3129
C -28.2125 -22.0530 -33.3529
C -29.2071 -20.9317 -33.6243
C -28.4894 -19.5179 -33.5621
H -28.9379 -22.6738 -27.9215
H -28.3906 -24.3010 -28.1039
H -29.9036 -23.8692 -27.3002
H -30.8838 -22.9581 -29.5788
H -30.4998 -24.6215 -29.6313
H -28.2414 -23.9893 -30.5767
H -28.8765 -22.2886 -30.5702
H -30.6732 -23.0283 -32.2770
H -30.1748 -24.6305 -32.1607
H -30.3717 -23.1274 -34.9085
H -30.4619 -24.6690 -34.2444
H -28.6812 -24.2144 -36.4176
H -29.1576 -25.6882 -35.6333
H -26.6688 -24.4083 -35.2721
H -27.2534 -25.9472 -34.7832
H -26.7908 -23.8892 -33.0084
H -27.9432 -25.2896 -32.6694
H -27.5280 -22.0833 -34.2007
H -27.7099 -21.8847 -32.4005
H -29.8930 -21.0374 -32.7838
H -29.7013 -21.1027 -34.5806
H -27.7130 -19.4810 -34.3263
H -28.0682 -19.3693 -32.5678
H -29.1566 -18.6598 -33.6435
C -18.6577 -24.0721 -35.2313
C -20.1528 -24.4855 -35.1096
C -20.3079 -25.4325 -33.9090
C -21.8182 -25.6826 -33.6949
N -22.0005 -27.0534 -33.0185
C -21.3931 -28.1577 -33.9236
C -22.4038 -29.2583 -34.0200
C -23.7392 -28.3971 -34.0963
C -23.4800 -27.3322 -32.9412
C -21.2718 -27.1541 -31.6419
C -21.7434 -26.0740 -30.6860
C -20.7664 -26.0286 -29.5046
H -17.9027 -24.8564 -35.2841
H -18.2940 -23.5609 -34.3399
H -18.3024 -23.4840 -36.0774
H -20.5615 -25.0077 -35.9748
H -20.6472 -23.5496 -34.8492
H -19.8379 -24.9328 -33.0619
H -19.7561 -26.3666 -34.0138
H -22.1741 -25.8254 -34.7152
H -22.2378 -24.8329 -33.1563
H -20.4950 -28.5494 -33.4459
H -21.1865 -27.7455 -34.9112
H -22.2754 -30.0114 -33.2426
H -22.3552 -29.8568 -34.9297
H -24.6251 -29.0113 -33.9353
H -23.7533 -27.8727 -35.0518
H -23.6682 -27.6843 -31.9270
H -24.0484 -26.4050 -33.0139
H -20.1973 -27.0778 -31.8086
H -21.2261 -28.1718 -31.2543
H -22.6992 -26.4546 -30.3261
H -21.8337 -25.0919 -31.1501
H -21.1491 -25.2289 -28.8705
H -19.7380 -25.7216 -29.6951
H -20.7724 -26.9302 -28.8922
C -27.0226 -30.1320 -21.7608
C -26.2703 -29.3956 -22.8936
C -26.5411 -27.9001 -22.6365
C -25.9066 -26.9405 -23.6451
N -25.7779 -25.4937 -23.2815
C -27.2282 -24.9734 -23.0345
C -27.5249 -23.6518 -23.6708
C -26.6662 -23.8171 -24.9386
C -25.3812 -24.6057 -24.4946
C -24.8048 -25.3389 -22.1371
C -23.3366 -25.6826 -22.5214
C -22.4035 -25.0518 -21.5039
H -28.0794 -29.8737 -21.8288
H -26.7187 -29.7568 -20.7836
H -26.9298 -31.2166 -21.7043
H -26.6290 -29.7108 -23.8734
H -25.1988 -29.5922 -22.8572
H -26.4184 -27.6230 -21.5895
H -27.6278 -27.8231 -22.6702
H -26.4068 -26.8130 -24.6051
H -24.8935 -27.2029 -23.9500
H -27.4188 -25.0958 -21.9683
H -27.9486 -25.6798 -23.4470
H -27.3014 -22.8074 -23.0187
H -28.5812 -23.5421 -23.9161
H -26.3601 -22.8874 -25.4183
H -27.2221 -24.2234 -25.7836
H -24.6472 -23.8442 -24.2311
H -24.9057 -25.2483 -25.2356
H -25.3324 -25.7197 -21.2625
H -24.8010 -24.2550 -22.0222
H -23.0298 -25.2175 -23.4583
H -23.2759 -26.7637 -22.6460
H -22.1309 -24.0353 -21.7876
H -21.4344 -25.5505 -21.4892
H -22.7861 -25.0579 -20.4833
N -22.9568 -27.8983 -26.2885
O -22.0546 -28.3741 -26.9791
O -23.9580 -28.4594 -26.0693
O -22.8822 -26.7907 -25.8048
N -25.4653 -23.7144 -30.3125
O -25.7336 -22.7177 -30.9650
O -24.8653 -24.5623 -30.8563
O -25.6959 -23.8702 -29.1080
N -29.5275 -27.6089 -33.2176
O -29.0836 -28.3861 -34.0720
O -28.8338 -27.4302 -32.2052
O -30.5209 -26.9724 -33.4907
N -30.0571 -31.5183 -27.7918
O -31.1965 -31.3243 -28.0730
O -29.6532 -31.7358 -26.6449
O -29.2846 -31.5460 -28.7309
N -31.0456 -26.1660 -24.3046
O -30.6480 -27.2181 -23.9121
O -30.2099 -25.5047 -24.9053
O -32.0897 -25.7244 -23.9857
```

Entry 2:
Below is a structure of composition C35H22AuI3N5OS3 at a distorted geometry, with properties calculated with ωB97M-V/def2-TZVPD.

Values from the calculation:
Total charge: -1
E_LUMO (alpha / beta): 1.918 / 1.128 eV
Spin multiplicity: 3

Geometry as XYZ:
```
70
C35H22AuI3N5OS3 | the OMol25 dataset | ωB97M-V/def2-TZVPD
Au -1.5079 0.1127 0.3304
I -0.7414 1.0184 5.5443
C 0.7117 0.8469 4.0308
C 2.0556 0.9042 4.3241
C 2.9874 0.8652 3.3116
I 5.0197 1.1929 3.8325
C 2.6032 0.6722 1.9796
C 3.4611 0.6654 0.8589
C 2.9658 0.4169 -0.3939
C 1.6099 0.1041 -0.5299
N 0.7907 0.1631 0.4891
C 1.2130 0.5062 1.7059
C 0.2092 0.7471 2.7258
O -1.0138 0.8851 2.4681
H 2.3629 1.0081 5.3534
H 4.5115 0.8778 1.0004
H 3.5951 0.4524 -1.2695
H 1.1790 -0.1819 -1.4784
C -1.1955 1.8174 -0.6624
C -0.3448 2.6488 -0.9560
C 0.6533 3.5475 -1.3224
C 1.7037 3.7475 -0.3538
C 1.4270 3.6241 1.0174
C 2.4158 3.8140 1.9576
C 3.7113 4.1202 1.5655
C 4.0114 4.1991 0.2130
C 3.0313 4.0000 -0.7358
C 0.6682 4.1346 -2.6281
C -0.0904 3.5594 -3.6641
C -0.0589 4.0819 -4.9367
C 0.7352 5.1825 -5.2253
C 1.4636 5.7862 -4.2095
C 1.4128 5.2904 -2.9255
H 0.4243 3.3748 1.3317
H 2.1809 3.7148 3.0081
H 4.4855 4.2740 2.3042
H 5.0248 4.4145 -0.1002
H 3.2928 3.9981 -1.7862
H -0.6805 2.6796 -3.4503
H -0.6464 3.6211 -5.7194
H 0.7837 5.5742 -6.2312
H 2.0844 6.6447 -4.4301
H 1.9429 5.8024 -2.1357
I -7.6212 -0.6397 1.0756
C -5.7844 0.0065 0.3283
C -5.4768 1.2854 -0.0901
N -4.2002 1.2413 -0.5016
N -3.6771 0.0236 -0.3573
C -4.6230 -0.7485 0.1471
H -6.0734 2.1751 -0.1047
H -3.5854 1.9816 -0.8234
H -4.4351 -1.7800 0.3689
S -1.2739 -5.5564 -2.8266
C -1.4415 -4.7817 -1.3909
S -1.4907 -3.0171 -1.2278
C -1.6222 -3.2288 0.5437
N -1.6235 -4.4636 0.8843
N -1.5301 -5.3259 -0.1536
C -1.4280 -6.6792 0.2158
C -1.7909 -7.7400 -0.6057
C -1.6576 -9.0371 -0.1388
C -1.1799 -9.2900 1.1370
C -0.8434 -8.2278 1.9611
C -0.9647 -6.9320 1.5071
S -1.7440 -1.9492 1.6310
H -2.1744 -7.5673 -1.5970
H -1.9397 -9.8612 -0.7784
H -1.0796 -10.3065 1.4924
H -0.4790 -8.4035 2.9632
H -0.7117 -6.0900 2.1318
```

| no. | energy (eV) |
| --- | --- |
| 1 | -153210.9750 |
| 2 | -106648.9304 |